The following is a DFT calculation (ωB97M-V/def2-TZVPD) of a molecular structure, C23H26B2BaF11N8O10S3 at a distorted geometry.

Orbital gap   5.6942 eV
Total charge   -1
E_tot   -4451.17258 Eh
Largest force on an atom   1.781 eV Å⁻¹
Energy above the lowest of the compared OMol25 structures with the same formula, charge and spin   0.000 eV

Each line ends with the Mulliken charge.
CARTESIAN COORDINATES (ANGSTROEM)
Ba -0.398484 -0.380620 0.725598  1.0192
C -2.335056 0.926463 -3.704595  -1.4523
C -1.564940 1.324109 -2.486754  0.3328
N -0.298617 1.341186 -2.384799  0.5217
O 0.389897 0.962691 -3.509040  -0.4820
B 1.514907 1.791602 -3.747986  0.7577
F 2.364282 1.289074 -4.666369  -0.3193
F 1.311859 3.132759 -3.797779  -0.3285
O 2.462270 1.630405 -2.245504  -0.2062
N 2.031118 2.317347 -1.340099  0.1147
C 2.756737 2.147010 -0.117102  0.5035
C 4.051943 1.424307 -0.096872  -1.2280
C 2.168115 2.688170 0.981860  0.9593
N 0.874454 3.202611 0.725638  0.1378
O 0.155693 3.302181 1.718130  -0.3295
B -1.579493 3.788580 1.384592  0.8782
F -1.982809 4.051368 2.642718  -0.3316
F -1.397957 4.850126 0.571797  -0.3066
O -2.173091 2.619388 0.840458  -0.4065
N -1.531686 2.245856 -0.338062  -0.3567
C -2.285690 1.756632 -1.243689  1.2173
C -3.770273 1.610145 -1.160577  -1.8413
C 2.776675 2.761555 2.335714  -1.5539
H -1.665561 0.872060 -4.557075  0.3865
H -3.136837 1.637538 -3.907774  0.3889
H -2.787523 -0.056228 -3.556816  0.1496
H 4.424854 1.266212 -1.104282  0.3989
H 3.888205 0.444116 0.358904  -0.1374
H 4.786080 1.967533 0.496830  0.4698
H -4.111529 1.750954 -0.140058  0.3655
H -4.072685 0.623323 -1.513224  0.3372
H -4.251250 2.348102 -1.807261  0.4351
H 3.443236 1.916599 2.496735  0.2103
H 1.994773 2.735517 3.087594  0.3964
H 3.352429 3.688750 2.419187  0.4417
O 1.785157 -2.519627 -2.065751  -0.7494
C 1.909815 -1.936927 -0.989931  -0.4220
O 1.837610 -0.695156 -0.733049  -0.0832
C 2.160503 -2.838760 0.224641  0.6945
C 3.071439 -3.916664 0.144105  -0.9413
C 3.286091 -4.676803 1.249616  -1.0661
C 2.566734 -4.402145 2.439433  1.3901
C 2.729215 -5.144364 3.630141  -0.7295
C 1.994889 -4.842983 4.742887  -0.7130
C 1.064340 -3.783819 4.711239  -0.6755
C 0.890866 -3.045985 3.574080  -0.2906
C 1.641385 -3.336097 2.412987  -0.5605
N 1.462659 -2.567128 1.302978  1.3473
H 3.570993 -4.092765 -0.797713  0.5743
H 3.998206 -5.494511 1.241627  0.3883
H 3.447400 -5.956264 3.644992  0.3998
H 2.123991 -5.415585 5.652720  0.3841
H 0.484640 -3.554735 5.597159  0.4925
H 0.190070 -2.220885 3.539271  0.3944
F -3.059726 -4.794480 -0.597945  -0.2474
C -2.211455 -4.022049 -1.284503  0.3972
F -1.042212 -4.006560 -0.668685  -0.0312
F -2.056026 -4.537911 -2.500454  -0.2366
S -2.921339 -2.308013 -1.463924  1.1441
O -1.758195 -1.457121 -1.393532  -0.3162
O -3.712459 -2.341874 -2.648285  -0.7216
N -3.892919 -2.079826 -0.219244  -0.6017
S -3.279505 -1.774104 1.189087  0.8327
O -2.097606 -2.543301 1.537497  -0.5068
O -3.148622 -0.360956 1.489383  -0.6256
C -4.647373 -2.393142 2.255179  0.3029
F -4.287264 -2.254236 3.529613  -0.2001
F -5.758624 -1.696562 2.043367  -0.1945
F -4.879672 -3.677312 2.009375  -0.1913
C 4.775148 -0.363917 6.340497  -0.9950
N 4.766710 -1.203447 5.154009  -0.2031
C 4.084349 -0.878221 4.010953  0.4001
S 4.792304 -1.188929 2.513496  -0.4660
N 2.875804 -0.330494 4.135366  0.8464
C 2.023681 -0.399548 5.307990  -1.4258
H 5.772273 -0.396133 6.777626  0.3714
H 4.060076 -0.682659 7.099217  0.2639
H 4.563569 0.674721 6.079505  0.2919
H 5.633787 -1.662428 4.935156  0.3102
H 2.365584 -0.067382 3.276517  -0.2797
H 2.104665 -1.378457 5.784473  0.4393
H 1.007853 -0.253073 4.949730  0.2777
H 2.238059 0.375688 6.045018  0.4031
F 0.954264 0.617213 2.627159  -1.0149

Forces on atoms 1 to 6 (eV/Å):
Ba 1.61 0.70 0.28
C -0.03 0.02 0.04
C 0.03 -0.05 -0.09
N 0.04 0.03 0.21
O 0.00 -0.01 -0.21
B -0.03 -0.19 0.08